43
Properties=species:S:1:pos:R:3:forces:R:3:nbo_charge:R:1 method="wB97M-V/def2-TZVPD" charge=+1 e_above_lowest_ev=0.237 gap_ev="7.6 / 7.6" e_tot_ev=-96995.6127 lumo_energy_ev="-3.7 / -3.6"
Ni -0.05189 -0.30729 1.19007 -0.7 -0.9 -0.8 0.6090
C 3.55120 0.08220 1.40003 -0.3 -0.1 0.2 -0.9421
P 2.09794 -0.52161 0.47896 -0.6 0.4 -0.2 1.0154
C 2.61072 -2.16314 -0.10618 -0.2 0.1 0.1 -0.9566
C 2.05849 0.55568 -0.99745 0.0 -0.1 0.1 -0.3756
C 2.94848 0.38089 -2.05275 0.0 0.0 0.0 -0.1931
C 2.93502 1.25232 -3.13047 0.0 0.0 0.0 -0.1750
C 2.03465 2.30671 -3.15910 0.0 0.0 0.0 -0.1633
C 1.13856 2.48213 -2.11647 0.0 0.0 0.0 -0.2244
C 1.13992 1.61053 -1.03182 -0.1 0.0 0.0 -0.2460
P -0.00818 1.80484 0.37862 0.6 -0.1 0.1 0.9176
C 0.71333 3.20914 1.29862 -0.1 -0.2 0.1 -0.9326
C -1.53043 2.53708 -0.30443 0.1 -0.3 0.1 -0.9402
H 4.41955 0.08015 0.74252 0.0 0.0 0.0 0.2520
H 3.73653 -0.56872 2.25501 0.0 0.0 0.0 0.2606
H 3.37510 1.09370 1.76265 0.0 0.0 0.0 0.2479
H 3.62574 -2.13814 -0.49878 0.0 0.0 0.0 0.2467
H 1.91421 -2.50386 -0.87037 0.0 0.0 0.0 0.2726
H 2.56897 -2.86152 0.73038 0.0 0.0 0.0 0.2674
H 3.64911 -0.44413 -2.04609 0.0 0.0 0.0 0.2239
H 3.62987 1.10973 -3.94727 0.0 0.0 0.0 0.2360
H 2.02600 2.99288 -3.99538 0.0 0.0 0.0 0.2342
H 0.43381 3.30175 -2.16020 0.0 0.0 0.0 0.2193
H 0.81447 4.06550 0.63230 0.0 0.0 0.0 0.2470
H 1.69503 2.94340 1.68731 0.0 0.0 0.0 0.2473
H 0.06687 3.47092 2.13684 0.0 0.0 0.0 0.2545
H -1.30367 3.42166 -0.89478 0.0 0.0 0.0 0.2486
H -2.17042 2.83241 0.52739 0.0 0.0 0.0 0.2515
H -2.05529 1.80768 -0.92006 0.0 0.0 0.0 0.2602
F -2.36217 -4.56335 -0.46709 -0.1 0.0 0.1 -0.3124
C -3.05137 -4.28453 0.65393 0.0 -0.1 0.0 0.9811
F -2.42470 -4.88397 1.67826 -0.1 0.0 -0.1 -0.3081
F -4.26103 -4.84762 0.53214 0.1 0.0 0.0 -0.3125
C -3.17074 -2.79786 0.86981 -0.1 0.2 0.0 -0.2144
C -4.40560 -2.17525 0.84759 0.2 -0.1 0.0 -0.0795
C -4.48011 -0.80243 1.04694 0.0 0.1 0.0 -0.2784
C -3.31235 -0.09932 1.25383 -0.2 0.2 0.1 0.0741
N -2.11779 -0.68900 1.26639 1.1 -0.1 0.0 -0.5500
C -2.02527 -2.01676 1.07715 -0.3 -0.2 0.0 0.1051
S -0.39099 -2.59078 1.09901 0.5 1.0 0.3 -0.1683
H -5.29975 -2.75954 0.67929 0.0 0.0 0.0 0.2514
H -5.43138 -0.29149 1.04540 0.0 0.0 0.0 0.2433
H -3.33041 0.96900 1.42828 0.0 0.0 0.0 0.2052

***

46
Properties=species:S:1:pos:R:3:forces:R:3:nbo_charge:R:1 method="wB97M-V/def2-TZVPD" charge=+1 gap_ev=8.3 e_tot_ev=-59193.3385 lumo_energy_ev=-3.1
C -3.04631 3.80841 0.64300 -0.2 -0.1 0.0 -0.3242
C -2.22233 3.97700 -0.37300 0.2 -0.4 0.0 -0.2420
C -0.84415 4.55431 -0.26077 0.1 -0.1 0.0 -0.2585
N 0.15289 3.79539 0.55317 0.0 0.0 0.2 -0.2857
C 1.06426 4.49419 1.23006 -0.2 -0.1 -0.1 0.2687
N 1.85479 3.66398 1.87542 -0.2 0.5 -0.2 -0.4419
C 1.46114 2.38725 1.60529 -0.4 -0.9 0.0 -0.1833
S 2.49111 1.14184 2.36022 1.6 -0.4 0.4 2.1850
C 1.57839 0.35977 3.66825 -0.5 0.6 -0.3 -0.8715
O 3.49871 1.96090 2.99124 -0.3 0.4 0.1 -0.9551
O 2.94415 0.20911 1.38293 -0.6 -0.1 -0.2 -0.8811
C 0.37760 2.41727 0.76615 0.3 0.6 0.2 0.1798
C -0.46039 1.37709 0.10145 0.4 0.0 -0.9 -0.4342
I -0.24645 -0.61573 0.80364 -0.5 -0.2 0.3 0.2179
C -0.30244 1.44238 -1.45642 -0.8 -0.2 0.4 -0.3460
C -1.60744 1.02907 -2.15554 0.0 -0.1 0.3 -0.6493
I 1.29925 0.25951 -2.21282 0.4 0.5 -0.2 0.1760
H -4.06539 3.52018 0.44188 -0.1 -0.3 0.1 0.2278
H -2.76783 3.90813 1.68183 0.1 0.4 0.1 0.2015
H -2.54030 3.67936 -1.35748 -0.2 0.3 -0.3 0.2287
H -0.39837 4.74579 -1.23033 0.0 -0.2 -0.2 0.2375
H -0.94688 5.51932 0.22469 0.2 0.1 0.1 0.2394
H 1.12934 5.56516 1.22743 0.0 0.1 0.1 0.2516
H 2.64267 3.89475 2.46929 0.2 -0.2 0.0 0.4890
H 0.51631 0.43585 3.46173 -0.1 -0.2 0.0 0.2577
H 1.80000 0.92210 4.56594 0.2 -0.1 0.2 0.2661
H 1.89615 -0.67286 3.70695 0.1 -0.2 0.0 0.2803
H -1.49684 1.61182 0.29133 -0.2 0.1 0.2 0.2704
H -0.11489 2.48232 -1.69415 0.4 0.1 -0.2 0.2050
H -1.57100 0.00214 -2.49544 0.0 -0.1 -0.2 0.2420
H -2.45297 1.08794 -1.47350 -0.1 0.1 0.1 0.2108
H -1.82564 1.68531 -2.99024 0.1 0.0 -0.3 0.2316
C 1.42282 -5.63852 -1.95838 0.1 0.1 0.1 -0.3826
C 0.27766 -6.01580 -2.54651 0.2 0.0 0.0 0.3222
C -1.06850 -5.71972 -1.93599 -0.1 0.1 0.3 0.4760
O -2.05527 -6.07794 -2.54551 0.0 -0.1 -0.1 -0.5219
C -1.11238 -5.02465 -0.65740 -0.1 0.0 -0.1 -0.3816
C 0.03282 -4.65650 -0.07531 -0.2 0.0 0.0 0.3160
C 1.37569 -4.92905 -0.69630 0.1 -0.2 -0.3 0.4699
O 2.35379 -4.52833 -0.09197 0.0 0.1 0.2 -0.5408
O 0.09495 -4.01617 1.09139 0.1 0.2 0.0 -0.6497
O 0.23210 -6.66641 -3.69646 -0.1 0.0 0.0 -0.6148
H 2.39262 -5.84293 -2.38910 0.0 0.0 0.0 0.2490
H -2.08120 -4.83067 -0.21878 0.0 0.0 0.0 0.2454
H 1.04994 -3.88760 1.26385 0.1 -0.1 0.0 0.5084
H -0.71220 -6.81476 -3.89572 0.0 0.0 0.0 0.5103

***

41
Properties=species:S:1:pos:R:3:forces:R:3:nbo_charge:R:1 method="wB97M-V/def2-TZVPD" smiles="C=CCn1c(CCc2ccccc2)nnc1SCC(=O)OC" charge=0 e_above_lowest_ev=2.599 gap_ev=8.9 e_tot_ev=-36300.2100 lumo_energy_ev=0.6
C 3.24583 0.11393 2.03060 0.0 0.0 0.1 -0.3563
C 1.99566 -0.09950 1.67029 -0.1 -0.1 -0.1 -0.2000
C 1.60432 -0.90021 0.45992 0.2 0.0 0.4 -0.2503
N 1.01196 -0.03450 -0.53116 -0.2 0.4 -0.7 -0.3732
C -0.30078 0.31045 -0.73193 0.0 0.1 0.1 0.3267
C -1.45103 -0.30877 -0.03228 0.1 -0.2 -0.2 -0.4397
C -1.86374 -1.62641 -0.71722 -0.1 0.1 0.2 -0.4287
C -3.01975 -2.24611 0.01360 0.1 -0.1 -0.1 0.0779
C -4.32164 -1.85355 -0.27058 0.0 0.0 0.0 -0.2457
C -5.38769 -2.39300 0.42619 -0.1 0.0 0.0 -0.1989
C -5.16484 -3.33108 1.42012 -0.1 0.0 0.1 -0.2242
C -3.87121 -3.72665 1.71238 0.0 -0.1 0.1 -0.1909
C -2.80628 -3.18512 1.01402 0.0 0.0 0.0 -0.2549
N -0.38071 1.21378 -1.66616 -1.2 -0.1 0.4 -0.2835
N 0.85888 1.49848 -2.09907 1.0 0.1 -0.2 -0.3320
C 1.68583 0.75722 -1.41510 -0.1 0.0 -0.1 0.1818
S 3.41537 0.72634 -1.58501 0.4 -0.2 -0.3 0.2668
C 3.59512 2.27623 -2.50235 -0.2 -0.2 0.2 -0.6318
C 3.47890 3.49928 -1.61679 0.1 0.0 -0.1 0.7923
O 3.86697 4.58695 -1.94649 0.0 0.1 -0.1 -0.5903
O 2.89812 3.21840 -0.45360 0.0 -0.1 0.1 -0.5063
C 2.66646 4.29937 0.43798 0.1 0.4 0.1 -0.2636
H 3.49461 0.70735 2.89355 0.0 0.1 0.2 0.2039
H 4.07136 -0.30148 1.47715 0.1 -0.1 -0.1 0.1974
H 1.17225 0.33737 2.22023 -0.1 0.1 0.1 0.2021
H 2.48497 -1.37347 0.01689 -0.1 -0.1 0.1 0.2217
H 0.87500 -1.67003 0.72703 0.1 0.0 -0.1 0.2207
H -1.20380 -0.49982 1.01453 -0.1 0.0 0.0 0.2108
H -2.28654 0.39036 -0.07090 0.1 0.0 0.1 0.2459
H -2.14046 -1.40614 -1.74943 0.1 0.0 0.0 0.2259
H -1.01612 -2.31596 -0.73046 0.0 0.0 -0.1 0.2025
H -4.49769 -1.12302 -1.04707 0.0 0.1 -0.1 0.2124
H -6.39536 -2.08178 0.19288 -0.1 0.0 0.0 0.2139
H -5.99671 -3.75380 1.96368 -0.1 0.0 0.0 0.2137
H -3.69042 -4.45958 2.48518 0.0 -0.1 0.1 0.2111
H -1.79828 -3.50221 1.24498 0.1 0.0 0.0 0.2038
H 2.79304 2.30654 -3.24300 0.1 0.1 0.0 0.2878
H 4.56356 2.26717 -3.00035 -0.1 0.0 0.1 0.2569
H 3.43877 5.06058 0.31367 -0.1 -0.1 0.1 0.2078
H 1.68856 4.73755 0.23044 0.1 0.0 0.0 0.1942
H 2.68753 3.88483 1.44365 0.0 0.0 -0.1 0.1923

***

43
Properties=species:S:1:pos:R:3:forces:R:3:nbo_charge:R:1 method="wB97M-V/def2-TZVPD" smiles="CSc1ccc(C(=O)NC[C@@H](c2ccco2)N(C)C)cc1[N+](=O)[O-]" charge=0 e_above_lowest_ev=5.858 gap_ev=8.0 e_tot_ev=-40392.6727 lumo_energy_ev=-0.6
C -5.71574 -2.16554 0.68973 0.3 0.6 -0.2 -0.7753
S -5.47052 -0.36350 0.50882 -0.7 -1.0 0.3 0.3856
C -3.86717 -0.26258 -0.15329 0.0 0.3 0.0 -0.1608
C -3.08613 -1.37744 -0.48122 -0.1 0.0 0.1 -0.2547
C -1.81504 -1.23605 -0.98970 0.1 0.3 0.0 -0.1314
C -1.26585 0.02788 -1.22396 -0.3 0.0 0.1 -0.1690
C 0.10261 0.23139 -1.78801 -0.1 -0.3 -0.1 0.6832
O 0.35916 1.13783 -2.55241 0.0 0.3 0.0 -0.6099
N 1.01297 -0.70053 -1.39749 0.1 -0.3 0.0 -0.6240
C 2.42093 -0.44806 -1.57424 0.3 0.0 -0.1 -0.2288
C 3.05663 -0.05208 -0.22195 -0.5 0.0 -0.2 -0.1017
C 2.47053 1.26526 0.18413 1.0 0.4 -0.1 0.2776
C 3.01974 2.51294 0.20157 -0.2 -0.7 0.0 -0.2964
C 1.98364 3.39749 0.58958 -0.5 -0.2 0.1 -0.3065
C 0.88438 2.62255 0.77805 0.2 0.9 0.1 0.0862
O 1.16660 1.33021 0.53608 -0.1 -0.4 0.1 -0.4241
N 2.79786 -1.08697 0.78256 0.0 0.1 -0.1 -0.4458
C 3.48691 -2.32696 0.47727 -0.1 0.0 0.0 -0.4152
C 3.15509 -0.64104 2.11761 -0.1 0.0 0.1 -0.4116
C -2.02612 1.14282 -0.93094 -0.1 0.1 0.0 -0.1307
C -3.29740 1.00434 -0.38317 0.8 -1.3 -0.4 0.0360
N -4.02032 2.17424 -0.04292 -0.5 0.9 0.3 0.5129
O -5.16623 2.02448 0.36123 0.2 0.5 -0.1 -0.3777
O -3.47496 3.25409 -0.15018 0.1 0.2 0.0 -0.3795
H -6.70130 -2.26324 1.13436 -0.1 0.0 0.0 0.2391
H -5.70803 -2.65569 -0.27837 0.0 -0.2 0.0 0.2179
H -4.97444 -2.59149 1.35779 0.0 -0.2 0.1 0.2185
H -3.47814 -2.36971 -0.33790 -0.1 -0.1 0.0 0.2247
H -1.24916 -2.12138 -1.23899 0.1 -0.1 0.0 0.2221
H 0.80378 -1.25729 -0.58041 -0.1 0.1 0.0 0.4085
H 2.90863 -1.33022 -1.99542 0.0 0.1 0.0 0.1966
H 2.52092 0.38017 -2.28025 0.1 -0.2 0.1 0.2505
H 4.14227 0.09986 -0.37387 -0.1 0.0 0.0 0.1939
H 4.03183 2.77086 -0.03443 0.2 0.0 -0.1 0.2281
H 2.05335 4.45897 0.70600 -0.1 0.2 0.0 0.2313
H -0.11879 2.85895 1.07219 -0.2 -0.1 0.0 0.2092
H 3.11281 -2.75246 -0.45083 0.0 -0.1 0.0 0.1974
H 3.28990 -3.03905 1.27696 0.0 -0.1 0.0 0.2065
H 4.57607 -2.19274 0.39123 0.0 0.0 0.0 0.1680
H 2.57404 0.23814 2.38383 0.0 0.0 0.1 0.2146
H 2.91838 -1.43428 2.82497 0.0 0.0 0.1 0.2013
H 4.22403 -0.39648 2.20743 0.0 0.0 0.0 0.1663
H -1.63770 2.13231 -1.12144 0.0 0.0 0.0 0.2668

***

42
Properties=species:S:1:pos:R:3:forces:R:3:nbo_charge:R:1 method="wB97M-V/def2-TZVPD" charge=0 e_above_lowest_ev=1.887 gap_ev=4.4 e_tot_ev=-31367.7534 lumo_energy_ev=-1.2
C 2.40375 -1.77205 2.10468 0.0 -0.4 0.1 -0.6366
C 1.89966 -0.54442 1.40292 -0.4 -0.6 -0.8 0.1441
C 0.53053 -0.33403 1.08537 1.6 -0.1 1.2 -0.2796
C 0.02894 1.04800 1.24013 1.6 2.3 -1.0 0.6397
O 0.75462 2.05831 1.21378 -1.8 -1.5 0.3 -0.5903
N -1.35153 1.24976 1.36467 -0.7 -0.7 0.3 -0.5052
C -1.81234 2.63225 1.51024 -0.1 0.1 -0.1 -0.4304
C -2.16061 0.27419 2.11217 0.2 0.1 0.0 -0.4415
N 2.91859 0.24825 1.02841 0.2 1.0 1.2 -0.1595
N 2.78706 1.13795 0.13319 -0.7 -0.5 0.8 -0.3009
C 3.52279 2.33318 0.49460 0.5 -1.1 -0.4 0.7451
N 3.20017 3.25722 -0.44750 0.5 0.6 -0.1 -0.8186
O 4.21743 2.47105 1.47260 -0.2 0.4 -0.3 -0.6045
H 1.59541 -2.45326 2.40496 0.2 0.2 -0.1 0.2024
H 3.10979 -2.33206 1.46451 -0.3 0.2 0.3 0.2219
H 2.96292 -1.45135 3.00197 -0.2 -0.2 -0.3 0.2375
H -0.15079 -1.12024 1.40462 0.3 0.0 0.0 0.2120
H -0.96672 3.31738 1.46656 -0.1 -0.2 0.0 0.2759
H -2.49471 2.87974 0.68378 0.0 0.0 0.2 0.1770
H -2.33951 2.77978 2.45851 0.1 0.0 -0.1 0.1933
H -2.10022 -0.74944 1.69374 0.0 0.4 0.2 0.2003
H -1.85798 0.21300 3.16931 -0.2 0.0 -0.2 0.2303
H -3.20673 0.62813 2.07567 0.2 -0.2 0.3 0.1740
H 2.79883 2.87490 -1.29003 0.0 0.2 0.1 0.4004
H 3.79052 4.07454 -0.50168 -0.2 -0.1 0.0 0.3933
C 0.33134 -3.00521 -1.80415 -0.1 0.2 0.0 -0.3028
Na -3.24843 0.13290 -0.10270 0.2 -0.2 -0.6 0.9584
C 1.34897 -2.16384 -1.32602 -1.4 -0.1 0.2 -0.2171
C 0.79922 -0.85321 -1.12104 -0.6 0.0 -1.6 -0.3334
C -0.53537 -0.86974 -1.68620 0.8 0.3 0.9 -0.0195
C -0.85659 -2.21484 -2.04410 0.5 -0.6 -0.3 -0.1074
C -2.11470 -2.50778 -2.60193 0.1 0.0 0.4 -0.1991
C -3.01202 -1.46263 -2.81921 -0.4 -0.5 -0.2 -0.2964
C -2.64459 -0.12396 -2.56651 -0.2 0.4 0.5 -0.3710
C -1.43658 0.17316 -1.91996 -0.1 -0.1 -0.4 -0.3127
H 0.37242 -4.08115 -1.97653 0.2 0.4 0.0 0.2079
H 2.38165 -2.45125 -1.12717 -0.4 0.0 0.0 0.2142
H 1.36962 0.05571 -1.04237 0.1 -0.1 -0.2 0.2494
H -2.35531 -3.54532 -2.87062 -0.1 0.5 0.1 0.2141
H -4.02287 -1.67941 -3.19734 0.6 0.1 -0.1 0.2086
H -3.30344 0.68668 -2.89743 0.1 -0.2 0.2 0.2114
H -1.15317 1.18914 -1.64392 -0.1 0.0 -0.3 0.2154

***

46
Properties=species:S:1:pos:R:3:forces:R:3:nbo_charge:R:1 method="wB97M-V/def2-TZVPD" charge=0 e_above_lowest_ev=13.155 gap_ev=5.9 e_tot_ev=-36624.3487 lumo_energy_ev=-1.4
C -2.27306 -0.27839 1.13278 -0.4 0.3 -0.2 -0.4143
C -1.58744 -1.45244 1.80225 -0.5 0.0 -0.1 -0.3874
C -0.07062 -1.47025 1.54964 -0.3 -0.8 -0.1 -0.5191
C 0.59065 -0.26268 0.98981 0.4 1.6 0.7 0.5809
N 1.88124 -0.12550 1.30348 -1.1 -0.8 -0.6 -0.3040
C 2.64248 -1.36866 1.71514 0.3 -0.4 -0.2 -0.2588
C 4.14207 -1.16809 1.97591 0.2 0.7 -0.3 -0.0796
O 4.71447 -0.19803 1.10747 -0.5 0.1 0.4 -0.4993
C 4.12665 1.08598 1.28126 0.3 -0.5 0.1 -0.0772
C 2.62481 1.11522 0.98828 0.1 0.3 -0.8 -0.2837
C -0.28702 0.95448 0.42957 0.8 -0.3 1.4 -0.2561
C -1.50211 1.02124 1.35557 -0.1 -0.6 0.2 -0.4265
H -2.27856 -0.46737 0.05302 -0.3 0.0 0.1 0.2112
H -3.31915 -0.16985 1.44454 0.2 -0.2 0.0 0.2375
H -1.78083 -1.44101 2.88482 0.2 0.1 -0.2 0.2081
H -2.01956 -2.39288 1.44242 0.1 0.2 0.0 0.2293
H 0.37071 -1.76008 2.51127 0.3 0.2 -0.5 0.2394
H 0.17802 -2.27523 0.84761 0.0 -0.1 0.0 0.2718
H 2.24165 -1.82607 2.63526 -0.1 0.4 -0.5 0.2240
H 2.55931 -2.11351 0.89581 -0.3 0.6 0.4 0.2331
H 4.30647 -0.91161 3.04072 0.1 0.1 -0.4 0.1713
H 4.67973 -2.09738 1.73506 -0.4 0.2 0.3 0.2226
H 4.30521 1.47993 2.29829 0.2 -0.3 -0.2 0.1688
H 4.63205 1.71485 0.53695 -0.2 0.0 0.4 0.2260
H 2.49394 1.29596 -0.08377 -0.2 0.0 0.2 0.2760
H 2.19891 1.95235 1.55386 -0.1 -0.3 -0.1 0.2190
H 0.32945 1.81131 0.63570 0.3 0.4 0.1 0.2314
H -2.10269 1.89553 1.07904 0.3 -0.3 0.4 0.2797
H -1.21076 1.12168 2.40661 0.1 0.0 0.0 0.1992
O -4.74366 -0.38707 -4.12919 1.7 -0.1 0.4 -0.3789
N -3.57277 -0.76870 -4.00128 0.2 -1.1 -0.6 0.5165
O -3.11309 -1.76708 -4.61646 -0.7 1.5 0.9 -0.4439
C -2.64998 -0.09174 -3.09034 0.1 -1.0 -0.8 -0.1285
C -1.33630 -0.54238 -2.99647 -0.8 0.8 0.4 -0.0761
C -0.44134 0.00539 -2.07093 0.7 0.6 0.3 -0.1114
N 0.94501 -0.15097 -2.37245 0.2 -1.0 -0.6 0.4891
O 1.33414 -1.17408 -2.97739 -0.4 1.2 0.7 -0.4406
O 1.74557 0.75375 -2.04441 -0.5 -0.5 0.4 -0.5072
C -0.72463 1.14296 -1.04942 -0.9 0.3 -2.7 -0.2850
C -2.19887 1.60276 -1.31576 -0.8 0.6 1.3 0.2117
N -2.89702 2.50292 -0.61989 -1.0 -2.3 -0.8 -0.1531
O -4.28066 2.18912 -0.93974 2.1 1.4 -0.4 -0.1663
N -4.37060 1.30921 -1.96426 3.0 -0.3 0.1 -0.0359
C -3.07849 0.96304 -2.23269 -3.1 -0.4 0.7 0.0405
H -1.00158 -1.28086 -3.70920 0.1 0.0 0.1 0.2831
H -0.20178 2.02419 -1.41850 0.6 -0.1 0.2 0.2626